Arrangement 1

Computed, not measured: an isolated molecule of C5H8BrN, with ωB97M-V/def2-TZVPD.

```
15
C5H8BrN ωB97M-V/def2-TZVPD
C -0.106 -0.327 2.272
C 2.315 0.856 -1.233
C 0.657 -0.115 1.230
C 1.136 1.244 -0.735
C -1.108 0.711 -0.275
N 0.266 0.439 0.065
Br 0.662 3.103 -0.956
H 0.208 -0.802 3.268
H -1.144 0.069 2.487
H 3.030 1.591 -1.606
H 2.690 -0.167 -1.333
H 1.762 -0.328 1.291
H -1.254 1.009 -1.353
H -1.912 -0.038 -0.034
H -1.332 1.615 0.408
```

structure (SMILES): C=CN(C)C(=C)Br
HOMO: -8.214 eV
E_LUMO: 0.7763 eV
HOMO-LUMO gap: 8.99 eV

Arrangement 2

Computed, not measured: an isolated molecule of C5H8BrN, with ωB97M-V/def2-TZVPD.

```
15
C5H8BrN ωB97M-V/def2-TZVPD
C 0.926 0.293 -0.057
C 2.155 0.771 -0.314
C 0.239 -0.769 -0.846
C -1.136 -0.813 -0.257
C -1.357 0.439 0.488
N -0.107 0.895 1.034
Br 0.236 0.422 2.823
H 2.702 1.500 0.187
H 2.492 0.336 -1.255
H 0.246 -0.518 -1.893
H 0.664 -1.740 -0.773
H -2.019 -0.863 -0.813
H -1.183 -1.636 0.395
H -1.784 1.302 -0.065
H -2.073 0.380 1.346
```

structure (SMILES): C=C1CCCN1Br
HOMO: -8.625 eV
E_LUMO: 0.5184 eV
HOMO-LUMO gap: 9.14 eV

Most stable to least stable: arrangement 1, arrangement 2

Arrangement 1

Computed, not measured: a cluster of 2 separate species, C4H11NO in total, with ωB97M-V/def2-TZVPD.

```
17
C4H11NO ωB97M-V/def2-TZVPD
C -0.045 -1.218 0.318
N 0.524 -0.354 -0.762
C -0.578 0.553 -1.149
C -1.291 0.830 0.248
C -0.687 -0.174 1.202
H -0.761 -1.956 -0.070
H 0.802 -1.752 0.769
H 0.926 -0.883 -1.538
H -0.341 1.497 -1.646
H -1.361 0.027 -1.734
H -2.376 0.767 0.090
H -1.023 1.864 0.503
H -0.015 0.369 1.866
H -1.409 -0.681 1.866
H 2.816 1.091 0.063
H 1.935 -0.119 -0.207
O 2.882 0.140 0.180
```

total charge: -1
<S²>: 0.7504
HOMO (alpha / beta): 1.227 / -5.577 eV
E_LUMO (alpha / beta): 4.3305 / 4.1935 eV
HOMO-LUMO gap (alpha / beta): 3.10 / 9.77 eV
spin multiplicity: 2

Arrangement 2

Computed, not measured: a cluster of 3 separate species, C4H11NO in total, with ωB97M-V/def2-TZVPD.

```
17
C4H11NO ωB97M-V/def2-TZVPD
C -0.710 -1.212 2.192
C -0.625 -1.198 0.825
C 0.252 -0.624 -0.104
N -0.199 -0.247 -1.401
C 0.671 -0.858 -2.416
H 0.915 1.646 1.823
H -0.006 -0.826 2.908
H -1.683 -1.476 2.595
H -1.515 -1.534 0.284
H 1.259 -0.330 0.180
H -0.281 0.763 -1.393
H 0.604 -1.926 -2.225
H 0.427 -0.436 -3.389
H 1.739 -0.633 -2.236
H -0.580 3.513 1.130
H 0.178 2.388 0.901
O -0.445 2.991 0.326
```

total charge: -1
<S²>: 0.7850
HOMO (alpha / beta): -2.044 / -2.028 eV
E_LUMO (alpha / beta): 3.8580 / 3.4613 eV
HOMO-LUMO gap (alpha / beta): 5.90 / 5.49 eV
spin multiplicity: 2

Most stable to least stable: arrangement 1, arrangement 2

Arrangement 1

Computed, not measured: an isolated molecule of C8H14N2O4, with ωB97M-V/def2-TZVPD.

```
28
C8H14N2O4 ωB97M-V/def2-TZVPD
C -1.113 -0.589 -0.690
C -0.422 -1.549 0.312
C -1.283 0.849 -0.149
C -2.794 1.273 -0.197
C -3.324 -0.264 -0.084
C 1.798 -0.382 0.093
C 3.105 -1.029 -0.448
C 2.157 0.827 0.976
H -2.409 -1.990 -0.818
H -0.656 -0.541 -1.662
H -0.860 0.887 0.958
H -0.643 1.631 -0.658
H -3.235 1.874 -1.080
H -2.991 1.937 0.628
H -3.262 -0.610 0.880
H -4.312 -0.367 -0.416
H 1.361 -2.108 1.030
H 1.366 0.082 -0.765
H 1.176 1.048 1.581
H 2.917 0.619 1.785
H 2.453 2.892 0.795
H 3.759 0.664 -1.176
N -2.444 -1.002 -0.971
N 0.894 -1.247 0.705
O -1.066 -2.506 0.675
O 3.273 -2.173 -0.219
O 2.560 2.008 0.083
O 3.993 -0.236 -1.169
```

structure (SMILES): O=C(O)[C@H](CO)NC(=O)[C@@H]1CCCN1
HOMO: -8.974 eV
E_LUMO: 0.0911 eV
HOMO-LUMO gap: 9.07 eV

Arrangement 2

Computed, not measured: an isolated molecule of C8H14N2O4, with ωB97M-V/def2-TZVPD.

```
28
C8H14N2O4 ωB97M-V/def2-TZVPD
C -0.160 0.782 0.184
C -1.794 -0.856 0.485
C 0.757 -1.219 -0.612
C 1.211 -0.894 -1.987
C -4.196 -0.621 0.328
C 2.759 2.414 0.882
C -2.830 -0.455 -0.167
C 1.691 2.286 -0.174
N -0.409 -0.522 -0.025
N 1.314 -2.122 0.160
O 2.244 -2.917 -0.074
O -0.902 1.660 0.522
O 0.722 -2.317 1.459
O 1.194 0.938 -0.094
H -1.879 -1.275 1.456
H 0.318 -0.684 -2.567
H 1.539 -1.757 -2.479
H 1.950 -0.234 -2.047
H -4.939 -0.885 -0.337
H -4.483 0.325 0.608
H -4.415 -1.206 1.331
H 2.218 2.199 1.818
H 3.726 1.741 0.734
H 3.358 3.431 1.002
H 1.018 -3.251 1.719
H -2.773 0.234 -1.029
H 1.996 2.311 -1.181
H 0.764 2.892 0.082
```

structure (SMILES): C/C=C/N(C(=O)OCC)/C(C)=[N+](/[O-])O
HOMO: -8.692 eV
E_LUMO: 0.7992 eV
HOMO-LUMO gap: 9.49 eV

Most stable to least stable: arrangement 1, arrangement 2

Arrangement 1

Computed, not measured: a cluster of 2 separate species, CF3I2P in total, with ωB97M-V/def2-TZVPD.

```
7
CF3I2P ωB97M-V/def2-TZVPD
C 0.281 -0.898 1.476
F 1.169 0.045 1.143
F -0.573 -0.301 2.283
F 0.933 -1.884 2.080
P -1.869 -0.331 -1.584
I -3.038 -2.426 -1.192
I -3.488 1.149 -2.703
```

HOMO (alpha / beta): -8.507 / -9.826 eV
E_LUMO (alpha / beta): -1.5337 / -1.9486 eV
HOMO-LUMO gap (alpha / beta): 6.97 / 7.88 eV

Arrangement 2

Computed, not measured: an isolated molecule of CF3I2P, with ωB97M-V/def2-TZVPD.

```
7
CF3I2P ωB97M-V/def2-TZVPD
C 0.058 0.462 0.753
F 0.216 1.781 0.827
F -1.239 0.187 0.875
F 0.713 -0.106 1.750
P 0.781 -0.166 -1.100
I 0.565 -2.519 -0.606
I -1.094 0.361 -2.499
```

structure (SMILES): FC(F)(F)P(I)I
HOMO: -9.482 eV
E_LUMO: -0.7220 eV
HOMO-LUMO gap: 8.76 eV

Most stable to least stable: arrangement 2, arrangement 1

Arrangement 1

Computed, not measured: a cluster of 2 separate species, C9H16NO2 in total, with ωB97M-V/def2-TZVPD.

```
28
C9H16NO2 ωB97M-V/def2-TZVPD
C -0.742 -2.850 -1.884
C 0.522 1.258 0.434
C 0.752 -1.311 0.225
C -1.713 0.061 0.945
C 1.047 0.017 1.156
C -0.871 1.104 -0.065
C -0.624 -1.196 -0.498
C 2.532 0.152 1.350
C -2.027 0.067 -2.030
N -0.842 0.141 -1.213
O -0.469 -2.400 -2.924
O -1.613 -1.250 0.368
H -0.873 -3.904 -1.556
H 0.682 1.987 1.217
H 1.176 1.452 -0.387
H 1.465 -1.489 -0.517
H 0.724 -2.141 0.900
H -1.216 -0.138 1.942
H -2.722 0.377 1.011
H 0.609 -0.289 2.229
H -1.401 2.066 -0.207
H 2.979 -0.771 1.589
H 2.762 1.001 2.068
H 3.173 0.557 0.428
H -2.838 -0.383 -1.401
H -2.397 0.978 -2.299
H -1.910 -0.681 -2.878
H -0.038 0.561 -1.675
```

total charge: +1
HOMO: -12.519 eV
E_LUMO: -3.0560 eV
HOMO-LUMO gap: 9.46 eV

Arrangement 2

Computed, not measured: the ion C9H16NO2 with charge +1, with ωB97M-V/def2-TZVPD.

```
28
C9H16NO2 ωB97M-V/def2-TZVPD
C 2.424 1.911 0.449
C 1.625 0.942 -0.022
C -1.422 -0.866 1.185
C -0.490 -0.570 2.439
C 0.352 -1.648 -1.453
C -0.723 -0.544 -1.444
C 0.524 0.346 0.609
C -0.774 -0.015 0.023
C -1.392 1.388 0.040
N 0.539 0.200 1.915
O 1.428 -1.430 -2.366
O -0.263 0.323 -2.376
H 3.187 2.288 -0.206
H 2.392 2.165 1.510
H 1.690 0.778 -1.047
H -1.399 -1.870 0.823
H -2.453 -0.582 1.249
H -1.072 -0.017 3.156
H -0.167 -1.503 2.901
H 0.839 -1.823 -0.515
H -0.181 -2.554 -1.662
H -1.728 -1.043 -1.702
H -0.546 1.909 -0.253
H -1.713 1.556 0.992
H -2.211 1.559 -0.662
H 1.305 0.316 2.560
H 1.184 -1.939 -3.177
H -0.956 0.721 -2.964
```

total charge: +1
structure (SMILES): C=CC1=[NH+]CC[C@]1(C)[C@@H](O)CO
HOMO: -13.583 eV
E_LUMO: -4.6134 eV
HOMO-LUMO gap: 8.97 eV

Most stable to least stable: arrangement 2, arrangement 1

Arrangement 1

Computed, not measured: a cluster of 2 separate species, C12H14NO2 in total, with ωB97M-V/def2-TZVPD.

```
29
C12H14NO2 ωB97M-V/def2-TZVPD
C -2.811 -0.156 -3.400
C -1.066 -0.349 -0.010
C -1.667 -1.015 -1.175
C -2.177 0.032 -2.044
C -1.783 1.243 -1.467
C -0.443 -1.103 0.960
C -0.512 -2.480 0.795
C -1.104 -3.144 -0.297
C -1.510 -2.360 -1.383
N -1.356 0.995 -0.188
H 0.117 -0.594 1.779
H 0.013 -3.104 1.495
H -0.794 1.703 0.258
H -1.153 -4.237 -0.365
H -2.129 2.192 -1.874
H -1.670 -2.993 -2.259
H -3.469 0.671 -3.669
H -3.510 -0.968 -3.417
H -2.000 -0.272 -4.117
C 3.096 1.149 2.476
C 3.760 2.002 1.364
C 1.528 1.483 2.538
O 1.138 2.232 1.620
O 0.930 0.998 3.511
H 3.257 0.044 2.302
H 3.619 1.297 3.433
H 4.045 3.002 1.725
H 3.086 2.258 0.574
H 4.568 1.472 0.837
```

total charge: -1
HOMO: -4.432 eV
E_LUMO: 3.1736 eV
HOMO-LUMO gap: 7.61 eV

Arrangement 2

Computed, not measured: a cluster of 2 separate species, C12H14NO2 in total, with ωB97M-V/def2-TZVPD.

```
29
C12H14NO2 ωB97M-V/def2-TZVPD
C 2.380 -1.869 -2.890
C 1.438 -1.450 -1.786
C 0.312 -0.729 -2.247
C 1.092 -1.838 -0.463
C -0.185 -1.239 -0.120
C 1.703 -2.340 0.694
C -0.958 -1.470 1.016
C 1.078 -2.357 1.926
C -0.226 -1.913 2.129
N -0.506 -0.452 -1.212
H 2.543 -0.922 -3.445
H 2.118 -2.530 -3.693
H 0.164 -0.521 -3.290
H -1.457 -0.115 -1.298
H 2.667 -2.810 0.557
H -1.957 -1.098 0.989
H 1.631 -2.937 2.699
H -0.761 -2.015 3.063
H 3.204 -2.350 -2.354
C -0.244 2.464 0.933
C -0.127 3.619 1.958
C -1.626 2.621 0.171
O -1.946 3.784 -0.109
O -2.243 1.526 -0.030
H 0.365 2.657 0.039
H -0.261 1.424 1.279
H -0.796 4.418 1.663
H 0.838 4.128 1.903
H -0.262 3.164 2.930
```

total charge: -1
HOMO: -4.157 eV
E_LUMO: 3.1516 eV
HOMO-LUMO gap: 7.31 eV

Most stable to least stable: arrangement 1, arrangement 2